(1)
Density functional theory data (wB97M-V/def2-TZVPD) for C5H4N2O as an isolated structure in a non-equilibrium geometry.

Properties
Gap between HOMO and LUMO in eV: 8.83
LUMO energy in hartree: 0.00986
Charge: 0
E in a.u.: -377.44371

Structure (XYZ):
```
12
C5H4N2O | the Open Molecules 2025 dataset | wB97M-V/def2-TZVPD
C 0.17 0.29 -0.79
C 1.55 0.75 -0.75
C -0.19 0.22 0.57
C -1.44 -0.39 0.75
C -2.51 -0.97 0.68
H -1.20 -1.20 -1.30
H 2.57 0.43 -1.57
H 2.52 1.54 1.13
H -3.27 -1.83 0.86
N 1.76 0.81 0.70
N 0.63 0.48 1.44
O -0.60 -0.13 -1.74
```

***

(2)
Density functional theory data (wB97M-V/def2-TZVPD) for one molecule with the formula C5H4N2O in a non-equilibrium geometry.

Properties
Gap between HOMO and LUMO (alpha / beta) in eV: 6.49 / 7.40
LUMO energy (alpha / beta) in hartree: 0.02621 / -0.07104
Charge: 0
Spin multiplicity: 3
E in a.u.: -377.43513

Structure (XYZ):
```
12
C5H4N2O | the Open Molecules 2025 dataset | wB97M-V/def2-TZVPD
C -0.33 0.49 1.41
C 1.00 0.23 1.50
C -0.70 0.19 0.05
C -3.09 0.57 -0.53
C 0.58 -0.26 -0.56
N 1.53 -0.22 0.32
N 0.74 -0.57 -1.89
O -1.95 0.37 -0.35
H -1.00 0.85 2.17
H 1.63 0.33 2.36
H -0.05 -0.98 -2.36
H 1.62 -1.00 -2.09
```

***

(3)
Density functional theory data (wB97M-V/def2-TZVPD) for a 2-piece molecular cluster, C5H4N3O4 overall in a non-equilibrium geometry.

Properties
Gap between HOMO and LUMO (alpha / beta) in eV: 8.32 / 8.32
LUMO energy (alpha / beta) in hartree: 0.13309 / 0.13309
Charge: -1
E in a.u.: -658.09639

Structure (XYZ):
```
16
C5H4N3O4 | the Open Molecules 2025 dataset | wB97M-V/def2-TZVPD
C 0.59 -0.47 -0.78
C 0.85 0.96 -0.53
C -0.63 -0.69 -0.21
C -0.33 3.16 0.40
C -1.28 -1.98 -0.22
N -0.28 1.42 0.08
N -1.05 0.45 0.33
N -2.05 1.02 2.07
O -1.23 3.55 -0.25
O 0.59 3.37 1.10
O -2.39 -2.27 0.12
O -1.18 1.50 2.83
H 1.33 -1.06 -1.23
H 1.55 1.64 -0.94
H -0.63 -2.87 -0.62
H -2.41 1.71 1.46
```

***

(4)
Density functional theory data (wB97M-V/def2-TZVPD) for one molecule with the formula C5H4N4O3 in a non-equilibrium geometry.

Properties
Gap between HOMO and LUMO in eV: 8.40
LUMO energy in hartree: -0.00046
Charge: 0
E in a.u.: -637.63412

Structure (XYZ):
```
16
C5H4N4O3 | the Open Molecules 2025 dataset | wB97M-V/def2-TZVPD
O -1.66 -0.39 -3.35
C -1.11 -0.38 -2.28
N -1.08 0.78 -1.62
C -0.29 0.90 -0.53
O -0.41 1.95 0.07
C 0.52 -0.21 -0.07
C 0.39 -1.40 -0.73
N 1.31 -2.21 -0.15
C 1.89 -1.59 0.95
N 1.42 -0.37 0.98
O 1.70 0.46 1.90
N -0.43 -1.51 -1.84
H -1.47 1.62 -2.01
H 1.55 -3.11 -0.52
H 2.62 -1.99 1.65
H -0.36 -2.31 -2.41
```

***

(5)
Density functional theory data (wB97M-V/def2-TZVPD) for one molecule with the formula C5H4O in a non-equilibrium geometry.

Properties
Gap between HOMO and LUMO in eV: 7.85
LUMO energy in hartree: -0.01295
Charge: 0
E in a.u.: -267.88120

Structure (XYZ):
```
10
C5H4O | the Open Molecules 2025 dataset | wB97M-V/def2-TZVPD
C -0.25 -0.04 1.45
C -0.54 -0.92 0.39
C -0.26 1.91 0.04
C 0.33 0.77 -1.04
C 0.32 -0.69 -0.64
O -0.23 1.34 1.17
H -0.23 -0.46 2.50
H -0.95 -1.91 0.46
H -0.65 0.89 -1.68
H 1.25 1.20 -1.43
```

***

(6)
Density functional theory data (wB97M-V/def2-TZVPD) for one molecule with the formula C5H4O in a non-equilibrium geometry.

Properties
Gap between HOMO and LUMO in eV: 10.83
LUMO energy in hartree: 0.02407
Charge: 0
E in a.u.: -267.97760

Structure (XYZ):
```
10
C5H4O | the Open Molecules 2025 dataset | wB97M-V/def2-TZVPD
C -1.52 0.26 -1.67
C -0.92 -0.12 -0.68
C -0.25 -0.53 0.43
O -0.95 -0.29 1.70
C 1.15 -0.10 0.33
C 2.22 0.28 -0.04
H -1.76 0.95 -2.54
H -0.31 -1.65 0.51
H -0.92 0.70 2.01
H 3.24 0.51 -0.05
```